# 1
This record from the OMol25 dataset describes C23H22N4O in the gas phase. The level of theory is ωB97M-V/def2-TZVPD.

ΔE to the lowest compared entry with this formula, charge and spin in kJ/mol: 454.2
SMILES: C1=C(c2c[nH]c3ncccc23)CCN(CCOc2cccc3ncccc23)C1
Kohn-Sham gap in hartree: 0.299

Atoms and positions in Å:
C1 0.49820 -0.22310 1.92424
C2 -0.80808 0.13132 2.10874
C3 -1.40683 -0.11885 3.47890
C4 -0.84945 -0.67387 4.58629
N1 -1.55095 -0.73542 5.72502
C5 -2.77219 -0.10849 5.49337
N2 -3.71872 0.14288 6.42711
C6 -4.76457 0.81949 5.96172
C7 -4.87850 1.31788 4.59282
C8 -3.85337 1.00351 3.71975
C9 -2.79600 0.27105 4.12848
C10 -1.62726 0.68242 0.87403
C11 -0.81992 0.99366 -0.32885
N3 0.25589 0.03673 -0.59848
C12 -0.25628 -1.26918 -1.07025
C13 0.80957 -2.13443 -1.76405
O1 0.82177 -1.83050 -3.14599
C14 1.95471 -1.29272 -3.74690
C15 2.93369 -2.14299 -4.13377
C16 4.08169 -1.78984 -4.84006
C17 4.26886 -0.41521 -5.06523
C18 3.22499 0.45323 -4.51145
N4 3.48963 1.78788 -4.52044
C19 2.65718 2.69929 -3.98670
C20 1.46063 2.26105 -3.48774
C21 1.11865 0.90756 -3.41497
C22 2.08020 0.05653 -3.82520
C23 1.11958 -0.12947 0.60094
H1 1.02552 -0.59439 2.89599
H2 0.16864 -1.11040 4.72944
H3 -1.18413 -0.87843 6.70133
H4 -5.64101 0.90924 6.61251
H5 -5.71858 1.81330 4.25828
H6 -3.82969 1.53235 2.78255
H7 -2.38259 -0.11449 0.70573
H8 -2.08665 1.58983 1.18873
H9 -1.42007 1.14420 -1.23029
H10 -0.34706 1.92961 -0.16894
H11 -0.51489 -1.88765 -0.15440
H12 -1.06481 -1.10549 -1.82131
H13 1.80089 -1.91078 -1.46410
H14 0.55020 -3.20144 -1.71074
H15 2.76461 -3.25603 -4.11290
H16 4.67297 -2.58041 -5.21627
H17 5.07952 -0.00069 -5.59607
H18 3.01085 3.69274 -4.04489
H19 0.65701 2.97566 -3.35677
H20 0.07748 0.71745 -3.25870
H21 1.94264 0.64824 0.63212
H22 1.76600 -1.01282 0.44739

=====

# 2
This record from the OMol25 dataset describes C23H22N8ORuSe2 as an isolated structure. The level of theory is ωB97M-V/def2-TZVPD.

Net charge: +1
ΔE to the lowest compared entry with this formula, charge and spin in kJ/mol: 26.0
Multiplicity: 6
Kohn-Sham gap (alpha / beta) in hartree: 0.222 / 0.161

Atoms and positions in Å:
Ru1 -0.37998 0.86728 -0.27634
N1 -2.09964 0.79111 3.71589
C1 -1.22591 0.93311 2.71174
N2 -1.54048 0.78206 1.46492
C2 -2.87182 0.46025 1.10944
N3 -3.15598 0.21322 -0.14238
N4 -2.13433 0.34642 -0.97340
C3 -2.17255 -0.01983 -2.26303
C4 -0.98738 0.17760 -2.99133
C5 -0.86203 -0.09119 -4.37380
C6 0.30608 0.19935 -5.02308
C7 1.36338 0.78407 -4.30663
C8 1.19698 1.00992 -2.96080
N5 0.08312 0.69509 -2.29224
C9 -3.87448 0.36259 2.15210
C10 -5.22022 0.10525 1.89626
C11 -6.11279 -0.02804 2.94396
C12 -5.68021 0.09997 4.25834
C13 -4.34981 0.37550 4.53115
C14 -3.45611 0.50697 3.48167
H1 -1.79522 0.89578 4.66873
H2 -0.20653 1.19728 2.96029
H3 -3.08043 -0.41984 -2.69207
H4 -1.70983 -0.51741 -4.89263
H5 0.41100 -0.00272 -6.08044
H6 2.29083 1.05544 -4.78922
H7 1.98971 1.47117 -2.38435
H8 -5.54111 0.01451 0.86807
H9 -7.15401 -0.23663 2.73896
H10 -6.37966 -0.01832 5.07432
H11 -4.01028 0.48522 5.55434
Se1 -1.27009 -2.37378 0.52861
N6 0.04854 -1.17779 -0.04541
C15 1.01835 -1.91933 -0.64099
C16 2.19770 -1.42426 -1.18322
C17 3.12895 -2.30686 -1.78266
C18 2.89046 -3.65379 -1.81564
C19 1.70674 -4.18702 -1.25564
C20 0.77760 -3.33835 -0.65985
N7 -0.35865 -3.76739 -0.08700
H12 2.41104 -0.36810 -1.13539
H13 4.03598 -1.90720 -2.21510
H14 3.61301 -4.32030 -2.26625
H15 1.49882 -5.24811 -1.28728
Se2 -0.58911 3.19437 -0.46826
C21 4.91256 2.56820 0.39817
N8 3.79090 1.75897 0.85092
C22 4.03258 0.64482 1.76336
C23 2.56879 1.92730 0.37339
O1 1.61970 1.19518 0.68302
H16 5.59333 2.74650 1.22678
H17 4.56025 3.52896 0.02794
H18 5.46195 2.06123 -0.39755
H19 5.06941 0.65939 2.08458
H20 3.81764 -0.30714 1.27603
H21 3.38465 0.73215 2.63451
H22 2.43860 2.78714 -0.29553

=====

# 3
This record from the OMol25 dataset describes C23H23AlPSb as an isolated structure. The level of theory is ωB97M-V/def2-TZVPD.

Kohn-Sham gap (alpha / beta) in hartree: 0.175 / 0.172

Atoms and positions in Å:
C1 -0.50004 -0.61470 -4.09752
C2 -1.15557 0.64425 -4.37867
C3 -0.22584 1.72186 -4.31474
C4 1.04579 1.18073 -4.05142
C5 0.96465 -0.26786 -3.88020
Al1 0.25926 -1.47111 -2.05426
P1 0.18880 -3.71172 -1.80871
H1 -0.84963 -1.55254 -4.53825
H2 -2.23065 0.73356 -4.57376
H3 -0.46562 2.76889 -4.41500
H4 1.78965 -0.92132 -4.17710
H5 1.98323 1.73829 -3.93894
H6 1.32872 -4.42952 -2.31112
H7 -0.97441 -4.32390 -2.38804
H8 0.12160 -4.01463 -0.40389
C6 -0.62491 4.30460 2.95047
C7 0.39607 4.30610 1.99102
C8 0.51799 3.23349 1.09494
C9 -0.37838 2.16487 1.16651
C10 -1.38960 2.15170 2.12583
C11 -1.51518 3.22439 3.02139
Sb1 -0.05128 0.44878 -0.22740
C12 1.85149 -0.05908 0.72599
C13 2.99673 -0.16646 -0.06594
C14 4.19394 -0.61439 0.50608
C15 4.24977 -0.91102 1.87276
C16 3.10483 -0.75334 2.66661
C17 1.90243 -0.31470 2.09627
C18 -1.64631 -0.79167 0.60622
C19 -1.35282 -1.87641 1.43319
C20 -2.38630 -2.71994 1.84869
C21 -3.70440 -2.47954 1.44570
C22 -3.98904 -1.38412 0.61993
C23 -2.95827 -0.53961 0.19552
H9 -0.72831 5.14316 3.64097
H10 1.10025 5.14056 1.93535
H11 1.32078 3.23900 0.35374
H12 -2.08309 1.30890 2.19365
H13 -2.31067 3.21172 3.77081
H14 2.95840 0.07261 -1.13448
H15 5.08280 -0.72612 -0.11921
H16 5.18096 -1.25925 2.32030
H17 3.14490 -0.97344 3.73473
H18 1.01966 -0.17904 2.72983
H19 -0.31922 -2.08549 1.72913
H20 -2.15698 -3.57480 2.49224
H21 -4.50678 -3.14391 1.76999
H22 -5.01619 -1.18222 0.30484
H23 -3.18323 0.30438 -0.46408

=====

# 4
This record from the OMol25 dataset describes C23H23AsNiP as an isolated structure. The level of theory is ωB97M-V/def2-TZVPD.

Net charge: -1
ΔE to the lowest compared entry with this formula, charge and spin in kJ/mol: 0.0
Multiplicity: 3
Kohn-Sham gap (alpha / beta) in hartree: 0.114 / 0.183

Atoms and positions in Å:
C1 1.84411 -3.20372 1.00210
C2 2.93175 -3.52441 0.10927
C3 2.92183 -3.29354 -1.25768
C4 1.82445 -2.65055 -1.91646
C5 0.71854 -2.18582 -1.26184
Ni1 1.68211 -1.56175 0.18483
P1 2.32582 -2.06149 2.31471
H1 0.95782 -3.81592 1.11206
H2 3.80838 -3.99056 0.57516
H3 3.74480 -3.64768 -1.87932
H4 -0.22635 -1.92517 -1.75552
H5 1.88257 -2.55882 -3.00189
H6 2.78853 -0.86020 1.56560
H7 3.45522 -2.73298 2.87706
H8 1.31993 -1.72536 3.27554
C6 -0.26748 3.33753 3.38367
C7 -1.12700 2.23287 3.41064
C8 -0.98789 1.20681 2.46667
C9 -0.03065 1.33787 1.44875
C10 0.88893 2.39522 1.46434
C11 0.76298 3.39746 2.43414
As1 0.09008 0.03678 -0.00507
C12 -1.80568 -0.53536 -0.01608
C13 -2.09070 -1.90278 0.10761
C14 -3.41869 -2.33792 0.18174
C15 -4.46561 -1.41333 0.10736
C16 -4.18117 -0.04627 0.02562
C17 -2.85193 0.39909 -0.02208
C18 0.29327 1.24710 -1.55405
C19 -0.75171 1.52402 -2.44123
C20 -0.50981 2.37318 -3.53243
C21 0.76326 2.90813 -3.75482
C22 1.81813 2.56701 -2.90202
C23 1.59023 1.71868 -1.81203
H9 -0.39467 4.14808 4.10426
H10 -1.91780 2.17186 4.16257
H11 -1.63692 0.32704 2.50923
H12 1.68606 2.44815 0.71772
H13 1.46582 4.23336 2.43841
H14 -1.27638 -2.63260 0.13475
H15 -3.63174 -3.40244 0.30058
H16 -5.50078 -1.75756 0.12518
H17 -4.99121 0.68342 0.00575
H18 -2.63329 1.46973 -0.05529
H19 -1.73364 1.06679 -2.29760
H20 -1.32563 2.59878 -4.21825
H21 0.93962 3.57218 -4.60197
H22 2.82426 2.94786 -3.08484
H23 2.42823 1.41726 -1.17480

=====

The records above give, respectively, electronic energy values of -32212.546, -171443.424, -46641.520, -135386.359 eV.